A cluster of 14 separate species, H28O14 in total at a distorted geometry, computed with ωB97M-V with the def2-TZVPD basis set.

```
42
Properties=species:S:1:pos:R:3:forces:R:3:nbo_charge:R:1
O -12.94800 -3.87900 -8.61300 -1.486 0.328 -0.788 -0.984
O -9.40200 -0.74300 -8.97100 0.413 -1.762 0.442 -0.987
O -10.31600 -4.18300 -7.95900 -0.394 0.330 0.253 -0.989
O -14.61300 -0.42100 -8.55600 0.732 -0.293 -0.581 -0.990
O -13.12000 0.86600 -6.61100 -1.050 0.038 0.002 -1.014
O -12.27700 -3.14100 -5.38200 -2.236 0.808 -1.555 -0.957
O -11.80300 -1.50900 -7.96200 0.439 1.586 -0.689 -0.983
O -14.13000 -1.04800 -4.64400 0.080 0.245 -0.510 -0.971
O -14.99100 -3.75700 -6.81400 -0.907 -0.135 0.357 -0.969
O -9.13800 -2.31700 -6.01000 -0.630 -0.514 -1.527 -0.988
O -10.61800 0.03900 -5.85400 0.462 0.444 -0.805 -0.965
O -11.46200 -0.59500 -11.10000 -0.751 0.645 0.061 -0.988
O -9.63100 -3.37500 -10.63900 -0.856 0.195 -0.332 -0.963
O -14.20800 -1.73700 -10.75400 -0.872 -0.406 -1.335 -0.958
H -9.73900 -4.92600 -8.05900 0.521 -0.776 0.020 0.481
H -9.92300 -3.72300 -9.78600 0.438 0.194 0.031 0.484
H -14.69200 -1.66500 -11.60100 0.066 0.163 0.829 0.487
H -15.39300 -2.93500 -6.51300 0.348 -0.073 -0.021 0.460
H -13.27700 0.25100 -7.36600 -0.272 0.303 -0.003 0.535
H -11.88900 0.15800 -10.62400 0.798 -1.135 -0.328 0.473
H -10.22500 -1.09300 -8.55100 0.313 0.828 -0.303 0.500
H -10.99800 -0.40700 -5.11900 -0.563 -0.517 1.171 0.464
H -13.82700 -0.57400 -5.43600 0.314 -0.433 -0.460 0.488
H -10.70100 -0.92400 -10.59500 -0.070 0.213 0.149 0.503
H -8.81200 -2.39000 -5.14000 0.630 0.001 1.506 0.467
H -13.32200 -4.38000 -9.35100 0.071 0.173 0.277 0.491
H -14.13500 -3.57300 -7.20500 0.283 0.175 -0.166 0.496
H -14.28200 -0.26400 -4.12500 -0.325 0.160 1.040 0.470
H -12.97100 -2.77400 -4.81300 -0.481 0.137 -0.519 0.498
H -12.06300 -4.17400 -8.48000 1.517 -0.754 0.372 0.506
H -11.63400 -3.28800 -4.75600 2.828 -0.786 1.917 0.461
H -9.51600 -1.42900 -6.11000 0.002 0.276 -0.120 0.513
H -14.45900 -1.13000 -9.23300 0.136 0.863 0.236 0.513
H -12.15900 -2.23700 -8.44800 -0.741 -0.843 -0.742 0.497
H -13.95900 1.37100 -6.51200 1.008 -0.412 -0.351 0.490
H -11.40200 0.37600 -6.32200 0.292 0.192 0.064 0.509
H -15.39400 -0.72600 -8.13000 -1.082 -0.221 0.717 0.463
H -8.80000 -3.77000 -10.88000 0.389 -0.239 0.144 0.468
H -10.04600 -3.75800 -7.12400 0.088 0.369 -0.169 0.528
H -9.49900 0.12700 -9.30400 -0.499 1.236 -0.089 0.463
H -11.76400 -1.81700 -7.07700 0.069 -0.623 1.659 0.493
H -13.38600 -2.12400 -11.04300 0.980 0.021 0.144 0.503
```
Forces are in eV/Å.

The total energy is -1070.170033 Eh. The calculation puts the energy above the lowest of the compared OMol25 structures with the same formula, charge and spin at 81.2 kJ/mol.



An isolated molecule of C18H19ClN4O6S at a distorted geometry, computed with ωB97M-V with the def2-TZVPD basis set.

```
49
Properties=species:S:1:pos:R:3:forces:R:3:nbo_charge:R:1
Cl 6.58276 -4.48561 0.84675 0.239 -0.057 -0.039 0.027
S 0.62363 -2.86710 1.83576 0.476 0.207 -0.371 2.314
O -1.19246 4.79266 2.03821 -0.052 0.182 0.164 -0.336
O -2.82677 1.87444 0.04163 -0.102 -0.021 0.080 -0.470
O -0.23840 -3.89301 1.31270 0.230 -0.054 -0.130 -0.951
O 0.46637 -2.48261 3.20411 0.116 0.258 0.131 -0.931
O -2.66263 -0.42454 -2.44115 -0.155 0.038 -0.309 -0.635
O -1.38143 2.65091 2.04786 0.109 -0.307 0.224 -0.387
N -0.67059 4.68620 -0.53676 -0.107 -0.139 0.467 -0.371
N -1.31315 3.72675 1.48754 0.006 0.179 0.652 0.517
N -1.90744 -0.92152 -0.37627 0.210 -0.224 0.059 -0.425
N 0.56206 -1.46230 0.90617 0.263 -0.781 0.767 -0.672
C -1.78539 -0.72131 1.05308 0.127 0.225 0.377 -0.244
C -2.65946 -0.22205 -1.23855 -0.287 0.401 0.083 0.648
C -2.07502 2.73688 -0.66304 0.350 0.490 0.114 0.284
C 0.40138 -1.70602 -0.51085 -0.197 -0.289 -0.502 -0.236
C 2.60854 -4.50648 0.84570 -0.159 -0.023 0.013 -0.125
C 4.64979 -2.88572 1.82043 -0.064 -0.032 -0.005 -0.220
C 4.93943 -4.04775 1.11510 -0.372 0.019 0.009 -0.024
C -0.32169 -0.42914 1.40203 -0.498 0.226 0.467 -0.239
C -0.59907 4.75366 -1.85195 -0.105 -0.277 -0.213 0.197
C -1.96562 2.78326 -2.05907 -0.044 -0.043 0.221 -0.248
C -1.22660 3.78865 -2.64698 0.033 0.089 0.299 -0.204
C 2.32232 -3.34884 1.54340 -0.565 0.037 0.003 -0.356
C 3.32822 -2.53745 2.03363 0.108 0.014 0.043 -0.163
C -3.55638 0.87314 -0.64115 -0.155 -0.143 -0.322 -0.160
C 3.92804 -4.86367 0.62601 0.143 0.092 0.065 -0.249
C -1.35877 3.72132 0.03844 -0.078 -0.181 -1.408 0.193
C -1.05961 -1.98880 -0.87420 0.258 -0.175 -0.362 -0.260
C 0.18639 5.87869 -2.43907 0.021 0.030 -0.083 -0.643
H -0.01463 0.52737 0.97032 -0.004 -0.062 0.005 0.214
H 3.06189 -1.64982 2.58381 0.076 0.166 0.078 0.242
H 1.02436 -2.56139 -0.77537 0.022 0.060 -0.222 0.221
H -4.15443 1.30094 -1.45355 0.119 -0.125 0.100 0.209
H 1.79320 -5.11823 0.49255 -0.044 -0.110 -0.076 0.240
H 0.58541 6.49415 -1.63914 0.036 0.047 -0.005 0.241
H 0.76126 -0.82203 -1.04765 0.017 -0.085 0.036 0.211
H -1.18920 -2.04686 -1.95601 0.039 -0.032 0.165 0.251
H -0.20271 -0.38590 2.48352 -0.065 0.202 -0.047 0.250
H -0.45014 6.48753 -3.07855 0.012 0.096 -0.072 0.223
H 1.00553 5.49570 -3.04494 0.088 0.041 -0.067 0.222
H 4.17357 -5.76438 0.08608 0.033 -0.063 -0.039 0.235
H -1.13241 3.82996 -3.72107 -0.009 -0.001 -0.117 0.225
H -2.08820 -1.64438 1.56156 -0.073 0.093 0.008 0.205
H 5.45133 -2.27003 2.19663 0.067 0.041 0.026 0.234
H -2.39466 0.10961 1.39918 -0.018 -0.100 -0.025 0.244
H -4.22933 0.44398 0.10527 0.069 0.078 -0.081 0.219
H -2.43727 2.03273 -2.67346 -0.088 -0.109 -0.023 0.254
H -1.36202 -2.93162 -0.40869 -0.025 0.124 -0.138 0.228
```
Forces are in eV/Å.

The total energy is -2226.067255 Eh. The calculation puts the energy above the lowest of the compared OMol25 structures with the same formula, charge and spin at 0.0 kJ/mol. Its SMILES is Cc1ccc(OCC(=O)N2CCN(S(=O)(=O)c3ccc(Cl)cc3)CC2)c([N+](=O)[O-])n1.



A structure of composition C42H35AsF6N9O2S2W at a distorted geometry, computed with ωB97M-V with the def2-TZVPD basis set.

```
98
Properties=species:S:1:pos:R:3:forces:R:3:mulliken_spin:R:1
W -1.25880 0.95595 0.23077 -0.092 -0.076 0.137 0.862
As -0.49169 3.94900 -2.49989 -0.078 0.133 0.046 -0.001
S 0.32734 -0.77306 1.29653 0.475 -0.229 -0.092 0.013
S -0.09024 -0.17544 -1.79563 0.448 -0.445 0.056 -0.010
F 0.89217 3.00381 -2.90594 -0.003 -0.032 0.017 0.000
F -0.16318 5.22432 -3.53663 0.008 -0.003 -0.013 0.000
F -1.94597 4.53889 -1.84402 -0.029 -0.002 0.024 0.000
F 0.35774 4.52157 -1.13297 -0.004 -0.015 -0.019 0.000
F -1.38966 2.97885 -3.58393 -0.009 -0.025 -0.021 0.000
F -0.90382 2.34272 -1.19725 0.209 0.068 -0.169 -0.013
O -2.08092 0.21520 1.98563 -0.206 -0.161 0.127 0.003
O -2.21432 -0.85368 -0.12027 0.015 0.067 -0.223 0.027
N 1.97988 -1.81083 -2.08669 -0.316 0.411 0.510 0.004
N -2.76012 -0.89670 2.02453 0.059 0.159 0.010 -0.014
N -1.92365 2.53818 1.36983 0.009 0.144 0.188 0.015
N -0.02525 2.80123 2.87150 0.260 -0.008 -0.055 0.001
N 0.65291 1.98422 0.73509 0.159 0.063 -0.135 0.050
N -4.32229 2.39941 0.92263 -0.001 -0.013 -0.065 0.007
N -3.12169 1.38239 -0.87102 -0.161 -0.065 -0.047 0.024
N -2.81361 -1.43308 0.90031 -0.141 -0.027 0.043 0.031
N 2.81932 -1.36485 0.53049 -1.343 0.245 -0.455 -0.001
C -4.64094 -4.08497 -0.89946 -0.031 -0.042 0.029 -0.002
C 1.22685 -1.11456 -1.25758 -0.245 0.073 -1.666 0.012
C -4.61618 3.81673 3.56900 -0.008 -0.003 0.012 0.002
C 4.92561 -3.05663 2.71395 0.031 -0.003 -0.008 0.001
C 3.61500 -2.68887 2.44048 -0.015 -0.047 -0.036 -0.001
C -3.13647 1.00611 -2.17582 0.008 0.025 0.121 0.000
C 3.87797 -1.52865 -4.90430 0.003 -0.007 0.000 0.000
C -3.86643 -2.96016 -0.66411 0.020 0.029 -0.009 0.006
C 2.87200 -4.88831 3.07767 0.018 0.007 0.005 0.000
C 4.84313 -0.72390 -5.49600 -0.012 -0.018 0.001 0.000
C 0.93488 2.52156 1.93870 -0.243 -0.037 0.045 -0.028
C 1.57075 -1.09833 0.16529 0.997 -0.195 1.760 0.002
C 3.80811 -1.72849 -0.48551 0.073 -0.075 -0.132 0.000
C -4.25411 1.88210 -0.34674 0.117 0.091 0.068 -0.012
C 2.93217 2.36811 0.07632 -0.021 -0.049 -0.076 -0.006
C 2.80504 -0.95579 -4.23057 0.060 -0.021 0.010 0.001
C 1.78346 -1.83360 -3.55486 -0.081 -0.061 -0.018 -0.001
C -5.12915 -4.83292 0.16273 0.007 0.012 -0.015 0.006
C 1.65015 1.97324 -0.18939 0.025 0.098 0.102 -0.017
C -3.18224 4.46442 5.41927 0.007 0.001 0.007 0.000
C 3.30355 -1.30851 1.92366 -0.042 0.108 0.117 0.003
C -3.47768 3.35603 2.93456 0.017 -0.041 -0.059 -0.004
C -5.43581 1.93181 -1.09286 -0.072 0.018 -0.027 -0.002
C 4.18604 -5.25220 3.35002 -0.034 -0.010 -0.001 0.000
C 3.66330 1.23322 -4.74774 -0.020 -0.004 0.014 0.000
C 4.73820 0.65589 -5.41295 0.002 0.008 0.002 0.000
C -3.31048 2.72787 1.62133 0.110 0.003 -0.002 0.014
C -1.25951 2.90426 2.56600 -0.319 -0.079 -0.158 0.028
C -4.25211 1.06206 -2.96135 -0.048 0.005 -0.016 -0.003
C -2.04672 4.00129 4.76866 -0.005 0.007 0.032 0.002
C 2.24071 2.88958 2.28454 0.162 0.034 0.004 -0.007
C -4.84604 -4.46360 1.47266 -0.013 -0.023 -0.021 -0.003
C 5.21082 -4.33753 3.17115 0.018 0.034 -0.001 0.000
C 2.58667 -3.61015 2.62710 -0.032 -0.009 -0.014 0.001
C -3.60394 -2.61586 0.65064 0.125 -0.045 0.013 -0.001
C -4.07412 -3.34605 1.73267 0.021 0.018 0.004 0.005
C 3.25022 2.80921 1.36136 -0.030 0.020 0.108 0.000
C -5.44465 1.52208 -2.40091 0.026 -0.002 0.010 0.000
C -4.44512 4.37439 4.82900 -0.005 -0.002 0.003 0.001
C -2.23209 3.44518 3.51659 0.047 -0.029 -0.072 -0.010
C 3.14667 -2.53551 -1.57254 0.068 -0.032 0.055 0.000
C 2.69777 0.43145 -4.15936 -0.018 0.065 0.021 0.001
H 2.07132 -5.59972 3.22915 0.000 0.003 0.000 0.000
H 1.38379 1.66254 -1.18099 0.000 0.036 -0.026 0.014
H 3.95188 -2.60752 -4.98947 0.002 -0.002 -0.001 0.000
H -6.31044 2.32831 -0.59932 -0.003 -0.004 -0.006 0.000
H -6.35071 1.57304 -2.98912 0.000 0.002 -0.001 0.000
H 3.56493 2.30989 -4.70290 -0.004 0.000 -0.002 0.000
H 4.57846 -2.32239 0.00402 0.005 0.005 -0.016 0.000
H 4.40703 -6.24824 3.70890 -0.001 0.000 -0.001 0.000
H 0.76183 -1.52444 -3.76317 0.025 0.007 -0.001 0.002
H 6.23266 -4.61589 3.39032 -0.001 0.004 0.001 0.000
H 5.72837 -2.33918 2.58422 0.004 -0.003 0.001 0.000
H 1.55774 -3.32418 2.43388 0.004 -0.002 0.004 0.000
H 5.66853 -1.17611 -6.02890 -0.001 0.001 0.000 0.000
H 2.38866 3.27939 3.28068 0.006 0.002 -0.003 0.000
H -3.09158 4.90914 6.40098 0.003 -0.002 0.001 0.000
H -3.48208 -2.36317 -1.47818 -0.004 0.001 0.011 0.001
H 3.83919 -2.67159 -2.40059 0.002 -0.011 0.010 0.000
H -5.73354 -5.70881 -0.02911 -0.002 0.001 -0.001 0.000
H 4.20120 -0.68704 1.91208 0.016 -0.008 -0.029 0.000
H -2.20533 0.67744 -2.60652 -0.011 -0.017 0.022 0.001
H 5.48542 1.28355 -5.87950 -0.001 -0.001 -0.002 0.000
H 2.54345 -0.80593 2.52034 0.041 -0.022 -0.038 0.000
H -5.22679 -5.04971 2.29727 -0.002 0.000 0.000 0.000
H -5.30447 4.75122 5.36688 -0.002 -0.001 -0.001 0.000
H 4.25795 -0.81592 -0.88864 -0.008 0.010 0.042 0.000
H 2.82958 -3.51466 -1.20516 -0.002 -0.004 -0.013 0.000
H -4.18469 0.76550 -3.99760 -0.008 -0.002 -0.001 0.000
H 1.89814 -2.87269 -3.86474 -0.005 -0.009 0.007 0.000
H -3.84553 -3.04800 2.74571 -0.002 0.001 -0.006 0.000
H 4.25565 3.11970 1.61277 0.000 0.006 0.003 0.000
H -5.58822 3.74619 3.10144 0.003 0.001 -0.002 0.000
H 3.66000 2.35729 -0.72286 0.007 0.008 -0.008 0.001
H 1.84697 0.89460 -3.67212 0.016 -0.012 -0.020 -0.001
H -1.06361 4.07171 5.21249 -0.002 0.002 0.000 0.000
H -4.86515 -4.37443 -1.91659 -0.003 0.000 -0.002 0.000
```
Forces are in eV/Å.

The total energy is -5962.867245 Eh. As for the expectation value of S²: 0.76. Its net charge is +2. The calculation puts the energy above the lowest of the compared OMol25 structures with the same formula, charge and spin at 76.6 kJ/mol. The spin multiplicity is 2.



An isolated molecule of C4H6N2 at a distorted geometry, computed with ωB97M-V with the def2-TZVPD basis set.

```
12
Properties=species:S:1:pos:R:3:forces:R:3:nbo_charge:R:1
N 0.25693 -1.40075 0.98559 1.147 0.887 -1.383 -0.612
N -0.98209 2.32397 -2.09283 0.506 -1.101 0.386 -0.323
C -0.57078 1.31062 -1.71205 -0.352 0.806 0.028 0.283
C 0.63766 0.10066 0.15648 -0.668 -1.781 1.300 -0.085
C -0.06505 0.01640 -1.21129 -0.387 -0.312 0.443 -0.544
C -0.22898 -0.16545 1.48145 0.537 1.379 -1.188 -0.230
H -0.89548 -0.65618 -1.04885 -0.443 -0.157 -0.363 0.266
H 1.60799 0.64305 -0.12149 -0.851 -1.213 2.157 0.241
H 0.11360 0.11638 2.49303 0.128 0.370 -0.790 0.200
H 0.87415 -1.83859 1.69470 0.346 0.752 -1.084 0.364
H 0.56117 -0.41805 -2.01495 -0.080 0.146 0.641 0.254
H -1.30913 -0.03205 1.39021 0.118 0.224 -0.149 0.187
```
Forces are in eV/Å.

The total energy is -265.415131 Eh. The calculation puts the energy above the lowest of the compared OMol25 structures with the same formula, charge and spin at 316.2 kJ/mol. Its SMILES is N#CC[C@H]1CN1.